ORCA calculation (the ωB97M-V functional and the def2-TZVPD basis) on a 3-piece molecular cluster, C5H15NO2 overall in a non-equilibrium geometry.

```
23
Properties=species:S:1:pos:R:3:forces:R:3
C -1.28895 -0.45496 1.62435 -0.481 -0.781 0.577
C 0.07895 -0.98417 1.97047 1.708 -1.018 -0.213
C 0.78917 -1.61063 0.76014 -0.543 -0.361 -1.311
C 1.17129 -0.71533 -0.41909 -0.151 -0.558 1.425
C 1.92268 0.36306 -0.24228 0.352 1.374 -1.593
N 2.33426 1.18102 -1.32792 -0.294 -0.610 0.303
H -1.69543 0.00878 2.52050 -0.402 0.188 -0.208
H -1.93554 -1.29492 1.32220 0.095 0.133 0.340
H -1.34237 0.21825 0.78154 0.758 0.450 0.134
H 0.76147 -0.29264 2.46781 -0.288 0.545 -0.157
H 0.04769 -1.81737 2.69448 -0.572 0.337 -0.079
H 1.68236 -2.21937 0.97587 -0.416 0.146 0.499
H 0.03740 -2.29831 0.32956 0.391 -0.125 0.262
H 0.93087 -1.14046 -1.38973 0.110 0.481 -0.159
H 2.29593 0.74526 0.70109 -0.211 -0.438 0.258
H 1.63273 1.25076 -2.04877 0.208 0.042 -0.250
H 2.72499 2.07729 -1.11017 0.005 0.133 0.244
O -2.90691 1.37305 -0.76560 -0.027 0.210 -0.243
H -2.60974 1.23856 -1.68664 -0.194 -0.490 0.859
H -2.50481 0.70388 -0.18912 -0.272 0.252 -0.758
O -0.73530 1.08397 -2.71152 0.234 -0.121 0.523
H -0.37383 0.65857 -1.91372 -0.078 -0.225 -0.264
H -1.01691 1.92573 -2.34346 0.069 0.433 -0.192
```
Positions in Å, forces in eV/Å.

Computed properties:
HOMO-LUMO gap = 9.18 eV
multiplicity = 1
energy relative to the best compared isomer or geometry (same formula, charge and spin) = 137.49 kJ/mol
molecular weight = 121.18 g mol⁻¹
SMILES string = CCC/C=C/N.O.O

---

ORCA calculation (the ωB97M-V functional and the def2-TZVPD basis) on a 4-piece molecular cluster, C5H15NO2 overall in a non-equilibrium geometry.

```
23
Properties=species:S:1:pos:R:3:forces:R:3
C -0.02311 0.95415 -0.12353 0.143 -0.755 0.516
N -1.36341 -1.08194 -0.31149 0.783 0.828 -0.526
C -0.13916 -0.46970 -0.70180 -0.902 0.862 0.294
C 2.93121 -0.14421 -1.38516 -0.086 -0.889 -1.709
C 3.27989 -0.86085 -0.28630 1.756 1.076 1.266
C 2.71348 -1.89600 0.39667 -0.736 -0.665 -1.375
H -0.43626 0.90948 0.88543 -0.194 0.273 -0.070
H 1.00437 1.30914 -0.00990 0.083 -0.042 -0.299
H -0.59448 1.64608 -0.72987 -0.109 0.208 0.117
H -1.78746 -1.68368 -0.99088 -0.333 -0.135 0.083
H -0.07004 -0.37903 -1.80480 0.481 -0.589 0.065
H 0.66394 -1.07166 -0.29270 0.655 -0.267 0.032
H 2.40840 -0.62311 -2.20926 -0.694 0.388 0.307
H 3.40414 0.79457 -1.61989 0.152 0.119 0.114
H 4.19259 -0.48627 0.17848 -0.288 0.333 0.338
H 3.22661 -2.25778 1.26853 -0.254 -0.105 0.351
H 1.83936 -2.39811 -0.00019 0.138 -0.222 0.353
H -3.42094 0.02250 2.20885 0.020 -0.099 -0.113
H -1.95139 -0.50409 0.33520 -0.809 -0.631 0.262
O -2.87513 0.11941 1.42510 0.273 0.388 0.059
H -2.79988 1.69657 0.91442 -0.167 -0.205 -0.223
H -2.91896 3.22077 1.13637 -0.005 0.061 -0.093
O -2.76873 2.58058 0.43495 0.091 0.069 0.252
```
Positions in Å, forces in eV/Å.

Computed properties:
HOMO-LUMO gap = 3.04 eV
multiplicity = 1
energy relative to the best compared isomer or geometry (same formula, charge and spin) = 744.76 kJ/mol
molecular weight = 121.18 g mol⁻¹

---

ORCA calculation (the ωB97M-V functional and the def2-TZVPD basis) on a 3-piece molecular cluster, C5H15NO2 overall.

```
23
Properties=species:S:1:pos:R:3:forces:R:3
C 1.30486 -1.39828 -0.45851 -0.152 0.379 -0.340
C 0.85800 -0.39082 0.61668 0.385 -0.399 0.252
C -0.18020 -0.98802 1.57878 -0.384 0.184 -0.492
C -1.16593 0.15205 1.91924 0.238 -0.343 -0.306
C -0.73690 1.33099 1.03466 0.804 -0.253 0.373
N 0.21785 0.79111 0.05271 -0.649 0.192 -0.083
H 2.36453 -1.55920 -0.41331 0.672 -0.103 -0.021
H 1.07173 -0.98920 -1.44595 -0.044 -0.065 0.071
H 0.84534 -2.38540 -0.39245 -0.193 0.139 0.173
H 1.75111 -0.09340 1.19181 -0.129 -0.085 0.047
H -0.73093 -1.78060 1.06836 0.116 -0.026 -0.009
H 0.28858 -1.43651 2.44652 0.075 0.002 0.181
H -2.17384 -0.16862 1.65090 -0.027 0.091 0.384
H -1.08513 0.39053 2.97920 -0.388 0.152 -0.083
H -0.20792 2.05052 1.67002 -0.343 0.308 -0.008
H -1.55264 1.80668 0.50282 -0.207 0.214 0.132
H 0.86605 1.54415 -0.14278 0.235 -0.370 -0.277
O -3.96340 1.44611 -1.57439 0.295 0.431 0.168
H -3.87996 1.09424 -0.68032 -0.013 0.011 -0.123
H -3.42636 2.25698 -1.56410 -0.279 -0.451 -0.049
O 3.45775 -0.45342 -3.59604 0.028 0.041 0.039
H 3.23489 -0.03162 -2.75870 -0.040 -0.109 -0.093
H 2.84253 -1.18826 -3.68515 0.000 0.060 0.065
```
Positions in Å, forces in eV/Å.

Computed properties:
HOMO-LUMO gap = 9.71 eV
multiplicity = 1
energy relative to the best compared isomer or geometry (same formula, charge and spin) = 100.16 kJ/mol
molecular weight = 121.18 g mol⁻¹
SMILES string = C[C@@H]1CCCN1.O.O

---

ORCA calculation (the ωB97M-V functional and the def2-TZVPD basis) on a 2-piece molecular cluster, C5H15NO2 overall in a non-equilibrium geometry.

```
23
Properties=species:S:1:pos:R:3:forces:R:3
C 0.55476 3.06061 0.58298 0.786 -0.294 -0.080
C 0.44573 1.59937 1.01322 -0.101 0.678 0.866
N 0.46000 0.72444 -0.12588 -0.095 -0.417 -0.216
C 0.42821 -0.71064 0.20317 0.714 0.681 -0.683
C 1.80154 -1.20776 0.63131 -0.050 -0.232 1.113
C -0.03997 -1.43162 -1.04608 -0.635 -1.285 0.567
O -0.38287 -2.81088 -0.76915 -0.587 0.423 0.102
H 0.43294 3.74862 1.42692 -0.275 -0.126 -0.256
H 1.57261 3.24322 0.19653 -0.289 -0.041 0.045
H -0.12892 3.24706 -0.24251 -0.220 0.272 0.162
H 1.21769 1.42040 1.78795 0.091 -0.185 -0.361
H -0.49330 1.43352 1.55913 -0.046 0.044 -0.243
H 1.25322 0.89996 -0.73251 0.084 0.175 0.116
H -0.28726 -0.81388 1.02224 -0.104 -0.258 -0.157
H 2.07222 -0.70104 1.56248 0.196 0.059 -0.109
H 1.78509 -2.26696 0.89145 -0.058 -0.088 -0.224
H 2.60062 -1.03947 -0.09489 -0.259 0.079 -0.169
H 0.75938 -1.53373 -1.77335 0.137 0.437 -0.195
H -0.89536 -0.89970 -1.45827 0.094 -0.042 -0.210
H -1.30689 -2.84269 -0.45954 0.646 0.094 -0.149
O -2.85865 0.44669 -0.42024 -0.302 -0.232 0.153
H -2.35990 0.54914 -1.23386 0.154 0.236 0.040
H -2.86340 1.30839 0.00584 0.118 0.023 -0.113
```
Positions in Å, forces in eV/Å.

Computed properties:
HOMO-LUMO gap = 9.71 eV
multiplicity = 1
energy relative to the best compared isomer or geometry (same formula, charge and spin) = 95.46 kJ/mol
molecular weight = 121.18 g mol⁻¹
SMILES string = CCN[C@H](C)CO.O

---

ORCA calculation (the ωB97M-V functional and the def2-TZVPD basis) on a 3-piece molecular cluster, C5H15NO4 overall in a non-equilibrium geometry.

```
25
Properties=species:S:1:pos:R:3:forces:R:3
O -2.98588 1.11754 -2.25878 0.140 -0.214 -0.688
C -1.96533 0.47623 -2.16354 -1.381 0.921 1.586
C -1.84816 -0.63466 -1.14542 0.259 -0.053 0.903
N -0.70871 -0.23951 -0.28714 -0.766 -1.998 -0.738
C -0.09798 -1.43776 0.33296 0.567 0.729 0.094
C 1.30568 -1.59943 -0.34249 -1.759 0.517 1.329
C 2.15170 -0.36626 -0.14691 1.257 2.019 0.440
O 2.78428 -0.10195 1.14129 -0.079 -1.461 0.201
H -1.02595 0.89165 -2.54269 0.329 -0.429 -0.501
H -1.62032 -1.59386 -1.60259 0.458 -0.006 -0.373
H -2.77770 -0.88310 -0.56316 0.411 0.850 -0.673
H -0.90099 0.53215 0.32804 -0.359 -0.076 0.171
H -0.65553 -2.39257 0.18940 0.015 0.841 -0.145
H -0.07476 -1.29929 1.41935 0.418 -0.017 -0.076
H 1.72374 -2.47616 0.14559 0.576 -0.333 -0.706
H 0.99557 -1.67338 -1.40135 0.903 -0.417 0.299
H 3.02338 -0.30984 -0.81517 -0.698 -0.137 -0.555
H 1.59391 0.59265 -0.18939 -0.143 -0.925 -0.991
H 3.59559 -0.62607 1.15387 -0.168 0.107 0.312
O 0.87132 1.11905 2.88790 -0.189 -0.541 -0.392
H 1.31021 0.27515 2.69134 0.210 0.237 0.350
H 0.73677 1.42106 1.98322 -0.029 0.488 0.060
O -1.47251 2.91739 0.26786 -0.033 0.071 -0.109
H -1.91133 2.74049 1.10345 -0.093 0.080 0.138
H -2.04700 3.55050 -0.18564 0.153 -0.252 0.065
```
Positions in Å, forces in eV/Å.

Computed properties:
HOMO-LUMO gap = 9.91 eV
multiplicity = 1
energy relative to the best compared isomer or geometry (same formula, charge and spin) = 237.07 kJ/mol
molecular weight = 153.18 g mol⁻¹
SMILES string = O=CCNCCCO.O.O

---

ORCA calculation (the ωB97M-V functional and the def2-TZVPD basis) on a 3-piece molecular cluster, C5H15NOS overall in a non-equilibrium geometry.

```
23
Properties=species:S:1:pos:R:3:forces:R:3
C -0.16379 -0.43792 -2.56808 -0.895 -1.674 1.810
N -0.14240 0.74324 -1.73028 1.915 1.205 -0.301
C 1.05840 0.73714 -0.88591 -0.739 -1.101 1.667
C 0.65585 0.98256 0.64109 0.190 2.601 -0.641
C 0.06446 -0.11649 1.38668 0.384 -2.405 0.690
S -1.50337 -0.19726 2.20422 -0.139 1.284 -0.195
C 2.05979 1.73900 -1.37918 0.976 0.924 1.091
H 0.40566 -0.34934 -3.45467 1.055 0.519 -0.906
H 0.24616 -1.29172 -1.92264 -0.616 0.574 -1.379
H -1.17016 -0.73173 -2.90718 0.183 0.265 0.342
H -0.79871 0.83007 -0.97788 -1.550 -0.807 -0.612
H 1.40909 -0.34243 -0.75181 0.292 1.289 -0.761
H 1.61587 1.52810 0.95677 -0.851 -0.936 0.732
H -0.11771 1.80231 0.75827 0.666 -0.260 -0.769
H -1.31860 -0.68422 -0.81141 -0.747 -0.383 1.076
H 0.67813 -0.88208 1.90952 0.145 0.913 -0.561
H -1.64748 1.10873 2.56877 -0.070 -0.224 0.417
H 3.07406 1.63050 -0.91668 -0.686 -0.141 -0.285
H 2.15037 1.60291 -2.43787 0.196 0.312 -0.718
H 1.74765 2.80148 -1.11952 0.073 -1.218 -0.530
H -0.45626 -1.77307 0.37771 -0.180 1.651 0.454
H -0.56750 -3.21834 0.91657 -0.291 -0.169 0.669
O -0.28102 -2.68792 0.18611 0.689 -2.220 -1.289
```
Positions in Å, forces in eV/Å.

Computed properties:
HOMO-LUMO gap (spin up / spin down) = 5.57 / 5.25 eV
multiplicity = 2
energy relative to the best compared isomer or geometry (same formula, charge and spin) = 375.86 kJ/mol
molecular weight = 137.25 g mol⁻¹
total charge = -1